[1]
C34H31CoFN8O3S2Se as an isolated structure, computed with ωB97M-V/def2-TZVPD.

Last column: Löwdin spin population.
Atoms and positions in Å:
Co -0.84831 -1.31665 -0.78182  1.109
C -4.29661 2.48946 1.83303  0.001
C -3.68940 1.28941 2.17616  0.000
C -3.02248 0.55764 1.21002  0.000
C -2.97302 1.02057 -0.09733  0.002
C -3.59906 2.21879 -0.45144  0.001
C -4.25315 2.94970 0.51623  0.000
N -2.28161 0.20231 -1.03211  0.020
N -2.51410 0.46453 -2.19836  -0.009
C -1.87551 -0.41766 -3.11586  -0.003
C -2.09246 -0.25197 -4.46367  -0.001
C -1.50307 -1.13959 -5.35122  -0.005
C -0.73405 -2.17548 -4.85610  0.000
C -0.56599 -2.27794 -3.48709  -0.003
N -1.10693 -1.39438 -2.63946  -0.009
H -4.81113 3.07024 2.58978  0.000
H -3.73145 0.92292 3.19415  0.000
H -2.56435 -0.39540 1.45454  0.000
H -3.54660 2.56647 -1.47212  0.000
H -4.73187 3.88336 0.25304  0.000
H -2.72779 0.56492 -4.78772  0.000
H -1.65723 -1.03295 -6.41881  0.000
H -0.27687 -2.90399 -5.51431  0.000
H 0.00398 -3.08000 -3.03502  0.001
C 3.60796 -1.93981 2.00891  0.000
N 4.00490 -1.54247 0.66392  0.003
C 5.06881 -0.69378 0.35037  0.001
C 5.07005 -0.53761 -0.97999  0.001
N 4.00696 -1.29533 -1.45592  0.002
C 3.34652 -1.91646 -0.45596  0.003
S 1.97295 -2.91082 -0.58353  0.012
H 4.34989 -1.56974 2.70921  0.000
H 3.54206 -3.02172 2.07087  0.000
H 2.64089 -1.50765 2.26207  0.000
H 5.71479 -0.27725 1.10780  0.000
H 5.70140 0.05920 -1.61878  0.000
H 3.69422 -1.35230 -2.40751  0.000
N -0.15135 -1.25585 1.11386  -0.007
C 0.19105 0.02040 1.75675  -0.001
C 0.71504 0.03543 3.04672  0.000
C 1.20504 1.22215 3.57694  0.000
C 1.11664 2.40556 2.83596  0.000
C 0.48303 2.40117 1.60390  0.000
C 0.04587 1.20097 1.05868  0.001
S 2.04504 3.85889 3.34881  0.000
O 3.42541 3.41519 3.15090  0.000
O 1.69003 4.09086 4.73418  0.000
O 1.63989 4.90395 2.42132  0.000
H 0.71555 -1.72224 0.83367  0.003
H -0.57470 -1.87660 1.78930  0.000
H 0.78735 -0.89456 3.61210  0.000
H 1.69030 1.24723 4.54880  0.000
H 0.41474 3.33387 1.05390  0.000
H -0.35569 1.18233 0.05483  0.001
F -6.02376 -2.05546 2.90571  -0.004
C -4.99601 -2.34250 2.07815  -0.013
C -5.13727 -2.10967 0.72783  0.003
C -4.07061 -2.39567 -0.11528  -0.013
C -2.86153 -2.90474 0.36544  -0.005
C -1.70353 -3.12256 -0.55313  -0.080
C -2.78449 -3.16041 1.73617  -0.014
C -3.83949 -2.87332 2.60170  0.001
H -6.06944 -1.70389 0.34841  0.000
H -4.17323 -2.20612 -1.18289  0.000
H -2.03023 -3.48998 -1.52635  -0.003
H -0.94979 -3.78914 -0.12620  0.002
H -1.88493 -3.62223 2.13820  -0.001
H -3.77214 -3.06873 3.66592  0.000
Se 1.31240 0.37076 -3.59760  0.000
N 1.57047 0.33219 -1.83502  0.003
C 2.46663 1.26453 -1.57553  0.000
C 3.05750 1.50699 -0.28429  0.000
C 3.89358 2.55431 -0.13175  0.000
C 4.26659 3.39079 -1.25224  0.000
C 3.83151 3.14695 -2.50800  0.000
C 2.90829 2.06305 -2.71602  0.000
N 2.41074 1.72444 -3.88544  0.000
H 2.81358 0.86556 0.55192  0.000
H 4.27859 2.77966 0.86225  0.000
H 4.93667 4.22444 -1.07391  0.000
H 4.14432 3.74343 -3.35462  0.000

Calculated values
Energy: -181183.8672 eV
Gap between HOMO and LUMO (spin up / spin down): 5.622 / 5.678 eV
Energy above the lowest of the compared OMol25 structures with the same formula, charge and spin: 0.768 eV
2S+1: 2
E_HOMO (spin up / spin down): -7.69 / -7.69 eV

---

[2]
A 7-piece molecular cluster, C34H31F48N2O8 overall, computed with ωB97M-V/def2-TZVPD.

Last column: Löwdin charge in e.
Atoms and positions in Å:
O -1.12172 3.28301 -2.95032  0.142
N -1.93680 3.06248 -3.72289  0.047
O -2.89529 2.08100 -3.17357  -0.074
C -4.16958 2.36086 -3.66233  -0.313
C -4.78924 3.66407 -3.18658  0.071
N -6.06401 3.56766 -3.27035  0.139
C -6.46634 2.21664 -3.75261  -0.064
C -5.28618 1.41606 -3.19364  -0.071
H -4.18009 2.40100 -4.76671  0.177
H -4.25814 4.52914 -2.80650  0.162
H -6.69955 4.31174 -3.00258  0.192
H -6.39120 2.24817 -4.84427  0.142
H -7.45451 1.91689 -3.41855  0.143
H -5.23601 0.36812 -3.47183  0.132
H -5.30711 1.50934 -2.10438  0.123
C -2.53006 1.78715 0.29177  -0.048
C -3.38417 3.02944 0.56326  -0.401
C -2.71463 4.23617 1.22628  -0.306
F -2.29791 3.91392 2.45948  0.114
F -3.62913 5.22736 1.31919  0.103
F -4.50074 2.69130 1.22951  0.150
F -3.79347 3.48142 -0.69047  0.052
O -2.65215 0.71177 1.20072  0.044
C -1.84736 0.59854 2.30474  -0.532
C -2.64113 0.63712 3.61756  -0.277
F -3.30122 1.80638 3.71951  0.107
F -1.77132 0.54002 4.64271  0.115
F -0.86017 1.51427 2.29048  0.142
F -1.26000 -0.61450 2.23468  0.150
H -2.91614 1.39043 -0.64044  0.106
H -1.48837 2.04675 0.09916  0.154
H -1.86817 4.58922 0.63042  0.176
H -3.35392 -0.18881 3.65467  0.178
C -3.06038 -2.66137 -0.66502  -0.052
C -4.20228 -1.79810 -1.21157  -0.404
C -5.54330 -1.79779 -0.47540  -0.291
F -6.11994 -3.00334 -0.51662  0.122
F -6.36578 -0.90935 -1.10696  0.076
F -4.41354 -2.04552 -2.52778  0.120
F -3.72928 -0.51076 -1.13685  0.074
O -2.80977 -3.88554 -1.31478  0.042
C -3.44552 -5.04274 -0.93059  -0.531
C -4.29699 -5.64140 -2.05766  -0.281
F -5.23967 -4.74640 -2.43938  0.094
F -4.91258 -6.74406 -1.59419  0.119
F -4.17423 -4.85795 0.18608  0.157
F -2.49191 -5.95146 -0.64301  0.157
H -2.16848 -2.07246 -0.86758  0.140
H -3.11498 -2.76517 0.41867  0.150
H -5.41697 -1.47794 0.56175  0.177
H -3.66962 -5.89670 -2.91197  0.162
C 2.56376 -1.96108 1.69445  -0.030
C 3.98337 -2.44808 1.37130  -0.440
C 4.60305 -1.99518 0.04551  -0.309
F 3.88578 -2.46398 -0.99735  0.096
F 5.85259 -2.49360 -0.03991  0.105
F 4.04196 -3.79040 1.47061  0.143
F 4.78865 -1.92214 2.34059  0.101
O 1.50190 -2.86982 1.45159  0.057
C 0.85702 -2.96497 0.25848  -0.530
C 0.97146 -4.36878 -0.35142  -0.282
F 2.26162 -4.66156 -0.58103  0.115
F 0.30856 -4.37681 -1.53039  0.098
F 1.23496 -2.01525 -0.61544  0.153
F -0.46999 -2.75182 0.51204  0.108
H 2.55701 -1.83342 2.77583  0.148
H 2.36921 -0.97873 1.26220  0.145
H 4.65277 -0.90416 -0.00572  0.172
H 0.53943 -5.11066 0.32297  0.178
C 3.24672 4.76362 4.21174  -0.026
C 3.31816 5.04984 5.72102  -0.435
C 4.23543 4.15700 6.56839  -0.295
F 3.79714 2.87437 6.55517  0.090
F 4.19610 4.58457 7.84936  0.106
F 2.07805 5.05856 6.25330  0.138
F 3.82457 6.31025 5.82386  0.112
O 2.16795 3.96558 3.73454  0.058
C 2.28917 2.60595 3.71069  -0.529
C 1.21331 1.91660 4.55566  -0.294
F 1.27798 2.29636 5.84133  0.119
F 1.41649 0.57769 4.48875  0.097
F 3.53516 2.22957 4.05589  0.124
F 2.08900 2.18519 2.43369  0.132
H 3.09149 5.73718 3.75104  0.150
H 4.20348 4.39651 3.84257  0.139
H 5.26565 4.17964 6.21745  0.149
H 0.22814 2.15676 4.16202  0.147
C -3.64340 -1.93227 -7.44649  -0.042
C -2.58514 -0.83664 -7.26484  -0.435
C -1.14883 -1.14248 -7.70082  -0.306
F -0.63870 -2.15349 -6.97642  0.106
F -0.39732 -0.03975 -7.48539  0.099
F -2.59521 -0.39810 -5.98157  0.115
F -2.98673 0.20835 -8.05016  0.095
O -3.97299 -2.68893 -6.29997  0.049
C -3.32366 -3.84937 -5.96778  -0.537
C -2.63156 -3.73557 -4.60517  -0.293
F -1.69810 -2.76412 -4.62388  0.108
F -2.01869 -4.91051 -4.32912  0.103
F -2.47039 -4.24948 -6.92278  0.164
F -4.26780 -4.80905 -5.83333  0.150
H -4.55742 -1.38648 -7.67806  0.148
H -3.42909 -2.56230 -8.31006  0.152
H -1.11256 -1.39562 -8.76335  0.177
H -3.36078 -3.50840 -3.82928  0.134
C 8.30148 -0.66712 3.60595  -0.033
C 8.32250 -0.36842 2.10039  -0.441
C 9.32889 0.66928 1.59263  -0.305
F 9.07134 1.88287 2.12033  0.096
F 9.21198 0.76020 0.24989  0.101
F 7.08106 -0.04482 1.67596  0.124
F 8.67582 -1.53613 1.49006  0.106
O 7.29421 -0.02913 4.36975  0.055
C 7.46587 1.19870 4.93904  -0.544
C 6.44065 2.19469 4.38989  -0.274
F 6.58275 2.35487 3.06028  0.107
F 6.63292 3.42284 4.96021  0.072
F 8.72102 1.66046 4.81238  0.159
F 7.20755 1.08064 6.26116  0.152
H 8.05202 -1.72520 3.66913  0.152
H 9.28956 -0.54970 4.05183  0.149
H 10.35103 0.37201 1.83972  0.175
H 5.42898 1.85580 4.59816  0.146

Calculated values
Energy: -185551.1259 eV
Gap between HOMO and LUMO: 8.410 eV
E_HOMO: -12.98 eV
Charge: +1

---

- The lowest energy belongs to which entry?
  C34H31F48N2O8

---

- Among the records above, which one has the highest energy?
  C34H31CoFN8O3S2Se

---

- The highest energy belongs to which entry?
  C34H31CoFN8O3S2Se

---

- The lowest energy belongs to which entry?
  C34H31F48N2O8